Formula: C52H91N13
Source: the Open Molecules 2025 dataset
Level of theory: wB97M-V/def2-TZVPD

```
156
Properties=species:S:1:pos:R:3:forces:R:3
N -2.329505 0.878282 4.717410 -1.2 -0.3 -2.0
N 6.413588 -7.798347 -1.739666 -0.1 0.0 0.3
N 2.614784 -3.672167 -2.373498 0.2 -4.2 2.9
N -1.417585 3.135149 2.191701 6.6 2.2 1.9
N -5.950468 3.836353 5.727109 1.0 0.1 -0.6
N -10.251474 1.567976 -0.786816 2.9 1.0 -1.8
N 9.004793 -1.487427 -0.191657 -2.0 -1.8 -0.7
N 6.849362 1.579380 0.597550 -0.7 -0.7 1.0
N -0.999002 -0.844236 -4.146249 -1.1 4.7 -1.3
N -5.261388 7.155379 0.401255 -0.8 -2.5 -4.6
N -1.176110 -3.315288 1.369478 0.7 7.7 5.3
N 3.231376 -1.069010 4.923733 1.9 0.2 -0.1
N -3.180983 1.038575 -1.866933 2.4 -0.7 1.7
C 5.367951 -5.868483 1.232434 -0.7 -1.2 0.3
C 5.515040 -1.986533 1.837204 0.0 -0.6 -1.2
C -1.907102 -7.255047 1.576707 0.4 0.3 1.0
C 5.164405 -1.295858 -3.796042 -0.1 -0.4 0.2
C 1.585195 -0.044913 -0.279776 -1.0 0.3 1.5
C -1.290053 0.270402 -4.463858 0.6 -5.1 0.6
C 6.583546 -1.232621 2.627103 -0.5 0.0 0.3
C -2.227614 0.744222 -1.246677 -0.5 0.4 -1.2
C -0.872212 2.178669 -6.132389 -0.3 0.3 -0.2
C -2.349749 -6.510056 0.337109 0.2 -0.1 0.5
C 6.259651 0.292631 2.758862 0.3 -1.3 0.5
C -5.748701 8.202173 -3.327105 0.6 -0.4 -0.4
C -1.353334 -5.375061 -0.112172 -0.7 -1.5 0.0
C 2.573712 -2.750986 -2.995688 0.0 4.4 -3.4
C -8.183793 2.228011 -2.307774 -0.3 0.1 -0.3
C 1.087869 3.982510 2.839566 -0.8 0.6 -0.4
C -0.299844 3.495627 2.521502 -5.1 -2.3 -1.9
C -4.939635 4.048295 5.202500 -0.6 0.5 0.5
C -7.937606 0.062996 -3.839952 -0.3 0.4 -0.7
C 7.499497 -3.737552 -2.443525 1.6 0.0 -2.1
C -7.391211 1.007842 -2.767261 0.3 -1.1 1.3
C -4.778457 -0.275429 2.436956 1.1 0.5 -0.7
C -1.248555 -4.212726 0.759873 -0.7 -7.8 -5.1
C -0.963169 0.390552 -0.445069 -1.3 0.3 -0.2
C 6.220395 -7.575596 -0.627340 0.2 1.1 0.9
C -9.317766 1.888100 -1.430949 -3.2 -1.3 1.0
C -3.643653 6.959616 4.342208 -0.5 1.0 0.3
C 3.843297 -1.032728 -4.501826 0.3 -0.9 0.0
C 3.941072 -5.481391 0.650300 2.0 0.8 -1.0
C 8.166066 -2.198621 -0.595999 2.3 2.2 0.2
C 2.538487 -1.535875 -3.808586 0.3 1.4 -0.7
C 1.600854 4.121696 0.263954 -2.0 0.9 1.9
C -5.779153 6.017723 -2.009198 -0.4 1.0 1.3
C 0.653299 -1.469293 4.798427 0.2 -0.5 0.5
C 1.723753 4.806823 1.664407 1.1 -0.3 0.4
C 6.513381 1.003356 1.546857 0.9 1.2 -2.3
C 8.244855 -2.727838 -3.405797 -0.7 0.7 0.3
C -4.049316 -1.667483 2.191125 -0.9 1.7 0.2
C -3.806948 5.694794 3.630401 0.6 -2.4 1.0
C 0.380880 0.175206 -1.193118 0.2 -0.3 0.1
C -1.612142 1.641121 -4.835899 2.4 1.2 0.3
C -0.768571 3.725068 -6.310122 -1.6 -0.2 0.5
C -3.775817 0.947946 2.541362 -0.5 -0.4 0.2
C 2.115860 -1.256251 4.831668 -2.4 -0.1 0.6
C -3.684085 4.440174 4.512920 -1.2 -1.1 -0.3
C -6.627596 7.000967 -2.911877 0.6 0.5 1.5
C 7.129028 -3.059656 -1.177973 0.2 0.5 2.1
C -5.460551 6.615448 -0.649362 0.5 2.5 3.3
C 5.976982 -7.232578 0.834704 -0.8 -1.0 -2.0
C 0.126192 -2.513496 5.861070 1.0 0.8 -1.1
C 0.501920 -3.931449 5.453056 -0.8 0.3 0.4
C -2.950139 0.844235 3.726861 1.9 0.0 2.3
H -6.348225 1.238816 -2.983878 -0.1 0.4 -0.1
H -7.768969 0.422075 -4.855198 0.2 0.5 0.0
H 0.675516 1.014628 -1.822928 -0.7 0.0 -0.4
H -2.877834 4.434404 5.246423 0.1 0.3 -0.1
H -1.488938 1.784966 -6.940326 0.4 0.1 -0.4
H 5.770755 -2.969540 1.441719 0.8 -0.3 0.7
H -8.515320 2.764809 -3.196618 -0.2 0.6 0.4
H 5.310286 -0.867327 -2.804482 0.1 0.8 -0.3
H -2.917524 5.597168 3.007921 -0.5 -0.2 -0.8
H 9.248157 -2.496323 -3.048203 0.2 -0.7 -0.1
H 0.962751 4.512789 3.783630 0.0 0.8 -0.2
H -3.500335 -1.930418 3.095330 -0.2 -0.4 -0.1
H -2.657976 1.926876 -4.723305 0.1 -0.3 -0.2
H 3.707451 0.004861 -4.806875 -0.1 0.2 0.5
H -0.953631 -2.374324 5.913246 0.0 -0.1 0.0
H 6.645976 -4.261652 -2.873545 -0.2 0.5 -0.2
H 5.365675 -1.528118 0.859629 -0.4 0.8 0.1
H 2.553973 0.049054 -0.770420 -0.2 -0.3 -0.1
H 5.284003 -2.356596 -3.575581 -0.2 -0.3 -0.3
H -1.777945 4.088091 -6.116529 -0.2 0.4 -0.4
H 6.233723 -2.441005 -1.239634 -0.1 -0.1 -0.2
H -2.983779 6.909553 5.208325 0.4 0.1 -0.3
H -4.616682 7.269001 4.723771 0.1 0.6 -0.1
H -7.443692 -0.907872 -3.879442 0.0 0.0 0.6
H 1.430123 5.855289 1.613291 -0.8 -0.2 0.0
H -3.500157 3.628070 3.809525 0.3 -0.2 0.2
H -3.345712 -6.148318 0.592633 -0.1 0.2 -0.7
H -4.781634 5.690438 3.142470 0.5 -0.2 -0.7
H 0.116464 -0.531848 4.943681 0.2 0.2 -0.2
H -1.593449 -4.998810 -1.106601 0.0 -0.2 0.0
H -5.402692 -0.253627 3.330242 0.3 -0.4 0.2
H 6.126042 -5.100056 1.081052 -0.4 0.2 -0.1
H 5.229272 -7.989963 1.070049 0.0 -0.1 0.5
H -0.407652 -5.915850 -0.148801 0.3 0.5 -0.2
H -7.444880 7.366217 -2.289998 0.0 0.0 0.2
H -1.279320 -0.473721 0.139038 0.3 -0.5 -0.2
H 8.222263 -4.545227 -2.327852 0.0 -0.1 0.6
H -4.808162 5.726975 -2.410126 -0.2 -0.1 -0.4
H -3.330552 -1.646530 1.371952 0.0 0.3 0.0
H -1.681614 -6.524949 2.354002 0.2 -0.2 0.3
H 4.541985 -2.196799 2.281111 0.1 0.7 0.5
H 0.020992 -4.135203 4.496352 0.2 -0.3 -0.1
H 1.796837 -1.550071 -4.607243 -0.3 -0.6 0.3
H 4.023320 -1.522685 -5.458708 -0.6 -0.4 -0.1
H -3.165203 1.179306 1.668588 0.1 -0.7 -0.1
H 6.978905 0.711488 3.462656 -0.4 0.1 0.4
H 5.222297 0.457930 3.049842 0.1 -0.1 0.4
H 3.487280 -4.621118 1.142330 0.0 -0.3 0.5
H 1.819983 3.252239 3.184244 -0.5 -0.9 -0.6
H 6.698118 -1.627843 3.636448 -0.3 0.0 0.1
H -2.380205 -7.336137 -0.373357 -0.3 0.7 -0.9
H 0.492677 -1.817766 3.778200 -0.6 -0.1 0.0
H -5.488888 -0.063398 1.637941 0.2 0.0 -0.3
H 7.011653 -3.710602 -0.311603 -0.7 -0.7 -0.4
H -6.192940 9.090160 -3.776815 -0.6 -0.5 -0.2
H 7.845156 -1.714461 -3.368282 -0.7 0.0 0.3
H -0.174140 4.343924 -5.637986 0.5 -0.7 0.3
H 3.182434 -6.212524 0.370986 0.3 -0.5 0.7
H -7.583594 2.803634 -1.603130 0.5 0.5 -0.6
H -3.273350 7.508621 3.476428 -0.1 1.5 1.0
H -0.489463 4.017186 -7.322474 -0.1 -0.3 0.0
H 0.525327 4.244692 0.136640 -0.3 0.0 -0.7
H 5.342723 -6.095076 2.298320 -0.4 0.8 0.3
H 1.563194 0.675784 0.537672 0.2 0.3 0.0
H 4.204205 -5.063415 -0.321383 -0.2 0.1 -0.3
H 8.241079 -2.914450 -4.479698 0.1 -0.7 0.2
H 5.933646 -1.066583 -4.533459 0.3 0.3 0.6
H 6.878127 -7.472743 1.398960 0.0 0.2 -0.1
H -4.203436 1.932453 2.731015 -1.0 -0.1 -0.2
H -7.353976 0.533627 -1.786530 0.5 -1.1 -0.2
H 1.654974 3.036211 0.347019 1.0 0.1 -0.5
H 0.349749 -0.768766 -1.737230 -0.5 0.4 -0.7
H -5.169524 8.642405 -2.515409 -0.2 -0.4 0.5
H -9.016584 -0.090854 -3.824420 0.0 -0.1 0.5
H 1.416250 -0.990043 0.236251 0.6 -0.3 -0.1
H 2.756525 4.934302 1.988763 0.3 -0.3 -0.2
H -0.921413 1.140962 0.344391 0.3 0.5 -0.2
H 0.058703 -4.570930 6.216416 0.3 -0.5 -0.2
H -1.043568 -7.903599 1.429123 0.2 0.2 -0.1
H 2.063024 4.703293 -0.533694 0.5 -0.7 0.1
H 2.196362 -0.706722 -3.189264 0.0 -0.2 0.4
H 1.577612 -4.094205 5.385835 -0.1 0.0 0.0
H -4.826992 -2.368476 1.887929 0.2 -0.3 0.5
H 0.156845 1.842623 -6.259712 -0.2 -0.8 0.4
H -7.133826 6.432128 -3.691783 0.5 0.2 -0.4
H -6.371037 5.145432 -1.731935 0.1 -0.3 -0.4
H -2.687850 -7.910626 1.962386 -0.2 0.1 -0.1
H 7.572713 -1.363167 2.188262 -0.1 0.2 -0.3
H -4.982681 7.830316 -4.007576 0.0 0.1 -0.3
H -1.046401 2.121034 -4.037326 -0.4 0.7 0.5
H 0.542818 -2.276794 6.840100 0.0 0.1 0.0
```
Forces are in eV/Å.

Properties
Largest force on an atom (eV/A): 9.40
ΔE to the lowest compared entry with this formula, charge and spin (eV): 7.189

Formula: C23H19NaO4S2
Source: the Open Molecules 2025 dataset
Level of theory: wB97M-V/def2-TZVPD

```
49
Properties=species:S:1:pos:R:3:forces:R:3
S 2.228428 -0.438742 -0.389965 0.9 0.9 0.1
S -0.716898 -0.815592 0.685679 -0.3 1.1 0.8
Na -5.460511 2.743642 -1.525948 0.7 -0.2 -0.6
O -1.581448 -1.956101 0.878429 0.4 0.2 -0.3
O 2.657059 -0.413366 -1.770008 -0.5 -0.2 0.6
O -1.255302 0.414330 0.134057 0.7 -1.1 0.2
O 1.998981 0.786425 0.348746 0.0 -0.7 -0.5
C 0.049107 0.951786 2.651583 0.1 0.1 0.0
C 5.514793 -2.736099 1.897959 -0.2 0.1 -0.1
C -4.084860 3.176105 -4.332880 0.4 0.2 -0.1
C -3.426079 0.257280 -2.276615 -0.1 0.3 0.3
C -0.019563 -0.389038 2.291538 -0.1 -0.2 -0.1
C -3.141195 4.030325 -2.252828 0.8 -0.2 0.9
C 3.531675 -1.331523 0.505400 0.0 -0.3 0.2
C 1.075990 0.309936 4.746765 0.0 -0.1 -0.2
C 0.702899 -1.392958 -0.284015 -0.1 -1.1 -0.4
C 4.305520 -2.291970 -0.156281 -0.2 0.0 0.1
C 0.587914 -2.576761 -0.913571 0.4 1.0 0.9
C -3.861834 1.874581 -3.880862 -0.6 -1.3 -0.2
C -4.165312 -0.346864 -3.324141 1.0 0.7 -0.2
C 0.604033 1.298551 3.882537 -0.1 -0.1 -0.1
C 5.283741 -3.001949 0.545281 -0.1 0.2 0.0
C 3.800630 -1.024691 1.842417 -0.2 0.0 0.0
C -3.252161 1.649499 -2.592288 -0.5 -1.1 0.5
C -3.697722 4.234558 -3.525910 -0.7 0.4 -0.7
C 4.779282 -1.737763 2.541197 0.0 0.0 -0.3
C 0.405983 -1.394041 3.160998 0.1 0.1 -0.2
C -4.327551 0.605518 -4.351848 -0.4 0.3 0.1
C 0.976454 -1.035305 4.382852 -0.1 0.0 -0.1
C -2.838868 2.739984 -1.805719 0.0 0.3 0.1
H 4.965983 -1.503637 3.590056 0.0 -0.1 -0.3
H 0.301723 -2.438849 2.869386 0.1 0.2 0.1
H -2.307960 2.528813 -0.869481 -0.3 0.3 -0.2
H 3.249197 -0.226713 2.337824 0.0 -0.2 -0.1
H 0.659853 2.351632 4.151966 0.0 -0.2 0.0
H -3.806155 5.252338 -3.895320 -0.1 -0.1 0.1
H 1.526157 0.585200 5.701611 -0.1 -0.1 -0.3
H -0.323736 1.713069 1.969463 0.2 -0.2 0.1
H -2.884664 4.896289 -1.630027 0.1 -0.3 -0.3
H -0.300658 -3.178519 -0.771090 -0.1 0.1 -0.2
H 1.332177 -1.817827 5.052140 -0.1 0.2 -0.1
H 6.262859 -3.310671 2.446655 -0.2 0.2 -0.2
H 5.864859 -3.761381 0.022351 -0.1 0.2 0.2
H -4.504339 -1.385809 -3.353938 0.3 0.4 0.0
H -2.996651 -0.202785 -1.388246 -0.4 0.0 -0.3
H -4.536663 3.321477 -5.314531 0.1 0.2 0.2
H 4.144603 -2.469179 -1.218946 0.0 0.0 0.2
H -4.745021 0.437465 -5.339198 -0.2 0.0 0.2
H 1.425252 -2.980668 -1.473234 -0.1 0.1 -0.1
```
Forces are in eV/Å.

Properties
Largest force on an atom (eV/A): 1.43
ΔE to the lowest compared entry with this formula, charge and spin (eV): 0.000